1.
The molecule C2H9N5O at a distorted geometry. Source: the Open Molecules 2025 dataset; level of theory: the ωB97M-V functional and the def2-TZVPD basis.

Positions of all 17 atoms, in Å:
C 1.28482 1.92566 -0.39091
C 1.32483 0.60867 0.30973
O 2.36454 0.17736 0.76495
N 0.27123 -0.22014 0.02992
N -0.95698 0.34999 -0.38683
N -1.89960 0.29293 0.67850
N 0.10966 -1.52844 0.43365
N 0.79786 -2.44953 -0.45541
H 0.59204 2.05427 -1.29101
H 0.87684 2.63413 0.32954
H 2.22023 2.39671 -0.49389
H -1.38007 -0.28973 -1.07573
H -2.11089 -0.67029 0.91233
H -1.45743 0.72318 1.41998
H 0.23072 -1.52622 1.44202
H 0.13078 -2.48795 -1.21863
H 1.82206 -2.40379 -0.47778

## Properties
**E_HOMO**: -9.244 eV
**SMILES**: CC(=O)N(NN)NN
**LUMO energy**: 0.9 eV
**Energy relative to the best compared isomer or geometry (same formula, charge and spin)**: 125.8 kcal per mole
**2S+1**: 1
**Total charge**: 0
**Frontier orbital gap**: 10.1 eV

---

2.
The molecule C2HN2OPS2 at a distorted geometry. Source: the Open Molecules 2025 dataset; level of theory: the ωB97M-V functional and the def2-TZVPD basis.

Positions of all 9 atoms, in Å:
O -0.59381 2.51823 0.81659
C -0.55720 1.48619 0.24623
N -1.16505 0.35002 0.27348
P -2.14081 -0.67162 -0.38642
S -0.79386 -2.24630 0.11199
N 0.61255 -1.46528 0.13457
C 1.30920 -0.48651 -0.21604
S 0.94613 1.10647 -0.89978
H 2.38285 -0.59119 -0.08062

## Properties
**E_HOMO**: -8.968 eV
**SMILES**: O=C1N=PSN=CS1
**LUMO energy**: -1.7 eV
**Energy relative to the best compared isomer or geometry (same formula, charge and spin)**: 30.5 kcal per mole
**2S+1**: 1
**Total charge**: 0
**Frontier orbital gap**: 7.3 eV

---

3.
A structure of composition C22H28GaN4O3PTe. Source: the Open Molecules 2025 dataset; level of theory: the ωB97M-V functional and the def2-TZVPD basis.

Positions of all 60 atoms, in Å:
Ga -0.70908 0.26825 -0.12987
C 1.38179 -1.56374 -0.26453
N 0.13214 -1.34063 -1.07670
C 0.43812 -0.99414 -2.49564
C 0.45571 0.50064 -2.73147
C 0.74908 1.02199 -3.97778
C 0.74377 2.39837 -4.13633
C 0.44211 3.21128 -3.05115
C 0.14242 2.61740 -1.84583
N 0.16431 1.28531 -1.69096
C -0.80232 -2.50046 -0.96803
C -1.71557 -2.37347 0.22946
C -2.65449 -3.34633 0.52163
C -3.47497 -3.15958 1.62003
C -3.32857 -2.01690 2.39726
C -2.37836 -1.09065 2.03482
N -1.58054 -1.27160 0.97034
C 1.68539 -0.56408 0.84436
C 2.84416 -0.70687 1.58449
C 3.11191 0.20237 2.59626
C 2.21899 1.23592 2.84616
C 1.08266 1.32489 2.07355
N 0.82951 0.44016 1.09694
H 2.23767 -1.57324 -0.93999
H 1.32591 -2.55414 0.18881
H -0.31081 -1.44991 -3.14120
H 1.40160 -1.42102 -2.77866
H 0.97329 0.36374 -4.80649
H 0.96738 2.83402 -5.10080
H 0.42424 4.28731 -3.14125
H -0.14014 3.20379 -0.98121
H -0.22712 -3.42651 -0.90278
H -1.40331 -2.55482 -1.87459
H -2.74786 -4.22280 -0.10545
H -4.22878 -3.89458 1.86732
H -3.95468 -1.84001 3.25919
H -2.24555 -0.17062 2.58941
H 3.52783 -1.51835 1.37288
H 4.01325 0.10593 3.18655
H 2.39886 1.96061 3.62653
H 0.34889 2.10703 2.22015
C -4.39099 4.25894 2.39780
C -4.72864 3.11787 1.47432
O -3.60995 2.94454 0.55779
P -3.58253 1.87359 -0.61392
O -2.29726 1.03203 -0.32645
Te -5.44617 0.54632 -0.87600
O -3.07547 2.71132 -1.87001
C -3.98449 3.60238 -2.57519
C -3.79970 5.02788 -2.11436
H -5.22045 4.42666 3.08438
H -4.22365 5.17793 1.83734
H -3.50051 4.03992 2.98716
H -5.62503 3.31773 0.88784
H -4.88128 2.18160 2.01186
H -5.00805 3.25177 -2.42613
H -3.74274 3.48123 -3.62935
H -3.98725 5.12188 -1.04537
H -4.49844 5.67721 -2.64174
H -2.78890 5.37954 -2.32342

## Properties
**E_HOMO**: -12.090 eV
**LUMO energy**: -6.0 eV
**Energy relative to the best compared isomer or geometry (same formula, charge and spin)**: 0.0 kcal per mole
**2S+1**: 1
**Total charge**: +2
**Frontier orbital gap**: 6.1 eV